159
Properties=species:S:1:pos:R:3 method="wB97M-V/def2-TZVPD" e_above_lowest_ev=0.0000 lumo_energy_ha=0.024 total_charge=0 e_homo_ev=-9.432
C -1.1640 15.4445 9.8085
C -2.0006 14.3888 9.1145
C -2.0963 13.1349 9.9368
O -3.3497 14.8927 8.9187
H -1.4442 15.4516 10.8720
H -1.3957 16.4442 9.4327
H -0.0850 15.2999 9.7861
H -1.5589 14.1500 8.1306
H -1.1829 12.5464 10.0147
H -2.7667 12.3750 9.5179
H -2.3966 13.3802 10.9577
H -3.8741 14.0759 8.8967
C 2.9890 12.6895 13.1906
C 2.5751 14.1612 13.1965
C 2.8618 14.8400 11.8601
O 1.1766 14.2485 13.5157
H 4.0263 12.4935 12.9334
H 2.3469 12.1840 12.4572
H 2.7660 12.2748 14.1763
H 3.1170 14.6576 14.0213
H 2.6580 15.9132 11.9395
H 2.2843 14.2995 11.1086
H 3.9082 14.7940 11.5419
H 1.0814 15.1679 13.8629
C -3.5866 15.5930 5.1847
C -4.6669 14.6181 4.7593
O -5.3954 15.2027 3.6891
C -6.6351 14.5798 3.4481
C -7.3874 15.4114 2.4382
H -3.0505 15.9265 4.2947
H -4.0077 16.4388 5.7232
H -2.8404 15.0945 5.8087
H -4.1284 13.7022 4.4618
H -5.3541 14.3611 5.5779
H -6.4402 13.5571 3.0777
H -7.2166 14.4333 4.3726
H -7.3562 16.4416 2.7915
H -8.4185 15.0780 2.3421
H -6.8939 15.3510 1.4704
C 2.2309 17.5801 15.6680
C 1.0224 17.9867 14.8831
O 0.4040 16.8401 14.3385
C -0.7664 17.0884 13.5885
C -0.4925 17.9593 12.3505
H 3.0511 17.2068 15.0528
H 2.5864 18.3565 16.3405
H 1.9574 16.7373 16.3168
H 0.3081 18.5124 15.5318
H 1.2847 18.6422 14.0469
H -1.1449 16.1623 13.1497
H -1.5638 17.5060 14.2164
H -1.4117 17.9954 11.7614
H 0.2998 17.5021 11.7636
H -0.2485 18.9746 12.6611
C -0.1901 11.8016 4.7896
C -1.5540 11.6146 5.4271
O -2.6309 11.5312 4.4946
C -2.5121 10.4365 3.5874
C -3.8799 10.2863 2.8838
H 0.0785 10.9968 4.1033
H -0.1728 12.6967 4.1546
H 0.6002 11.9254 5.5301
H -1.5398 10.6788 6.0114
H -1.7530 12.4612 6.0840
H -1.7228 10.6307 2.8614
H -2.3900 9.4926 4.1423
H -4.2844 11.2439 2.5519
H -4.6187 9.8428 3.5511
H -3.7628 9.6447 2.0044
C 2.0847 17.2052 7.6761
C 2.0459 18.0203 8.9531
O 3.3302 18.2483 9.4764
C 3.3261 19.0056 10.6749
C 4.7362 19.1945 11.1979
H 2.9576 17.4416 7.0673
H 2.1203 16.1413 7.9181
H 1.1728 17.3191 7.0893
H 1.5002 18.9756 8.8058
H 1.3869 17.4967 9.6748
H 2.8289 19.9789 10.5137
H 2.7315 18.4780 11.4497
H 5.4209 19.5739 10.4370
H 5.1940 18.2652 11.5542
H 4.7199 19.8513 12.0704
C 4.6794 15.0847 8.6542
C 5.0018 13.6554 8.9815
O 3.7900 12.9112 9.0241
C 4.0238 11.5492 9.3140
C 2.6511 10.9022 9.4423
H 4.0468 14.9770 7.7710
H 4.0751 15.5390 9.4319
H 5.5630 15.6612 8.4044
H 5.6612 13.2480 8.1979
H 5.5085 13.4885 9.9461
H 4.6201 11.0384 8.5458
H 4.5863 11.4752 10.2573
H 2.0932 11.4467 10.2019
H 2.7215 9.8688 9.7805
H 2.1203 11.0836 8.5094
C -1.9154 21.2048 5.0116
C -1.7130 20.1014 6.0686
O -2.4877 20.4237 7.1943
C -2.3877 19.5098 8.2914
C -3.4337 18.4188 8.2555
H -1.0134 21.2325 4.3941
H -2.7022 20.8793 4.3320
H -2.1058 22.1538 5.4913
H -1.9574 19.1210 5.6297
H -0.6384 20.0422 6.3219
H -1.3737 19.0736 8.2770
H -2.4535 20.1235 9.1929
H -4.4224 18.7504 8.5791
H -3.1138 17.5176 8.7814
H -3.6407 18.0210 7.2531
C -4.7218 15.0439 15.6312
C -4.0724 15.2216 14.2792
O -5.0178 15.6181 13.3320
C -4.4086 16.1007 12.1192
C -5.5644 16.5895 11.2286
H -5.6485 14.4540 15.6235
H -4.0471 14.5005 16.2973
H -5.0531 15.9788 16.0879
H -3.3071 15.9900 14.4682
H -3.5538 14.3082 13.9585
H -3.6939 16.8963 12.3734
H -3.8959 15.2521 11.6377
H -6.3765 15.8797 11.2786
H -5.0899 16.8000 10.2700
H -5.9340 17.4963 11.7164
C -4.5199 11.3991 7.0017
C -4.9437 10.7837 8.3377
O -5.2986 11.7681 9.2958
C -6.6484 12.1271 9.4374
C -6.6952 13.2469 10.4320
H -5.4121 11.8245 6.5342
H -3.7928 12.1931 7.1571
H -4.0884 10.6022 6.4029
H -5.6581 9.9643 8.2120
H -4.0137 10.3873 8.7687
H -7.0828 12.4398 8.4732
H -7.2604 11.2682 9.7516
H -7.6824 13.5685 10.7739
H -6.2486 14.1765 10.0726
H -6.1213 12.9898 11.3281
C -0.3170 9.1806 12.5127
C -0.9753 10.3739 13.1555
O -2.3239 10.3180 12.8266
C -3.0566 11.3225 13.5283
C -4.5442 11.1101 13.5657
H 0.7750 9.2341 12.5867
H -0.6595 8.2406 12.9459
H -0.5071 9.1005 11.4382
H -0.8295 10.3074 14.2403
H -0.5063 11.2932 12.7861
H -2.6948 11.2026 14.5631
H -2.7643 12.2747 13.0741
H -4.8869 11.0671 12.5170
H -5.1683 11.9123 13.9682
H -4.8647 10.2033 14.0790

168
Properties=species:S:1:pos:R:3 method="wB97M-V/def2-TZVPD" e_above_lowest_ev=9.6304 lumo_energy_ha=0.010 total_charge=0 e_homo_ev=-8.397
C -2.1870 11.1142 0.2801
O -0.9644 10.3269 0.3412
C 0.2556 11.0379 0.1015
C 1.3406 9.9571 0.0028
N 1.3186 9.2080 -1.2685
C 2.3016 8.1512 -1.1516
C 2.7166 7.5240 -2.5171
O 3.2432 6.2574 -2.4224
C 4.2300 5.9407 -3.3353
H -2.5161 11.2693 -0.7474
H -1.9084 12.0416 0.7804
H -2.9607 10.6418 0.8853
H 0.4421 11.8784 0.7699
H 0.0589 11.4259 -0.8979
H 1.3217 9.2997 0.8721
H 2.2509 10.5473 -0.1023
H 0.3572 8.9194 -1.3801
H 2.1460 7.3531 -0.4257
H 3.2558 8.6279 -0.9273
H 3.2937 8.2121 -3.1348
H 1.7955 7.4231 -3.0910
H 3.8227 6.2304 -4.3040
H 4.5072 4.8913 -3.2344
H 5.1375 6.4996 -3.1070
C -5.3921 -3.8128 -4.4359
O -6.7358 -3.3431 -4.6483
C -7.3250 -3.3874 -5.9570
C -7.9283 -4.7573 -6.3215
N -7.0247 -5.8159 -6.7571
C -6.5102 -5.4679 -8.1507
C -6.1866 -6.7000 -8.8434
O -7.3199 -7.5161 -8.8442
C -6.9693 -8.5873 -9.7137
H -5.4341 -4.8298 -4.0459
H -4.7334 -3.1621 -3.8608
H -4.8917 -3.6438 -5.3894
H -6.6239 -3.1508 -6.7573
H -7.9670 -2.5151 -6.0793
H -8.7626 -4.6468 -7.0143
H -8.4828 -5.0531 -5.4309
H -7.3460 -6.7665 -6.6423
H -5.6561 -4.8013 -8.2700
H -7.2110 -5.0608 -8.8796
H -5.3747 -7.2762 -8.3994
H -5.7833 -6.5199 -9.8399
H -6.2291 -9.2547 -9.2724
H -6.5923 -8.2681 -10.6854
H -7.8008 -9.2709 -9.8850
C -0.0873 2.1527 12.9449
O -0.7321 1.4878 11.8205
C 0.1686 1.3688 10.6719
C -0.3032 1.1104 9.2228
N 0.8365 0.8738 8.3411
C 1.9302 1.9020 8.4713
C 1.3583 3.3451 8.0733
O 0.8691 3.1214 6.7618
C -0.0205 4.1691 6.2928
H -0.1825 3.2113 12.7032
H 0.9766 1.9157 12.9428
H -0.5575 2.0298 13.9206
H 0.9613 0.6464 10.8662
H 0.5703 2.3819 10.6926
H -1.0446 1.8440 8.9062
H -0.7974 0.1389 9.2261
H 0.6214 0.9642 7.3585
H 2.7571 1.6821 7.7960
H 2.4714 1.9508 9.4162
H 2.2241 4.0031 8.1481
H 0.6396 3.7408 8.7910
H 0.3050 4.6909 5.3928
H -0.2196 4.9677 7.0075
H -1.0361 3.7742 6.2653
C -6.5479 5.0464 5.5422
O -6.0832 3.8230 4.9833
C -6.6596 2.5411 5.2262
C -5.5061 1.5793 5.6545
N -5.4701 0.2833 5.0800
C -4.9399 0.2577 3.7171
C -4.9470 -1.2026 3.3097
O -6.2688 -1.6725 3.4700
C -6.3837 -2.9601 4.0423
H -7.1637 4.8573 6.4214
H -7.1927 5.4560 4.7647
H -5.5972 5.5705 5.6409
H -6.9393 2.1973 4.2304
H -7.4243 2.4631 5.9990
H -5.3702 1.4433 6.7274
H -4.5428 2.0796 5.5549
H -6.3353 -0.2355 5.0315
H -3.9247 0.6485 3.7860
H -5.5943 0.7808 3.0198
H -4.2557 -1.8186 3.8848
H -4.4836 -1.3029 2.3282
H -5.9069 -3.0035 5.0216
H -5.8499 -3.6713 3.4120
H -7.4263 -3.2615 3.9415
C 9.6118 -5.5406 -6.6497
O 8.6509 -4.9281 -5.7789
C 7.3219 -5.4341 -5.8652
C 6.2625 -4.4393 -5.2112
N 4.9346 -4.9812 -5.1577
C 4.0318 -4.4872 -6.1027
C 2.6264 -5.1634 -6.0056
O 1.9825 -4.6412 -4.7923
C 1.5562 -5.7433 -4.0173
H 9.2812 -5.3595 -7.6725
H 9.4737 -6.5617 -6.2942
H 10.6834 -5.4332 -6.4815
H 7.1971 -6.3770 -5.3329
H 7.0265 -5.5569 -6.9072
H 6.3591 -3.5265 -5.7990
H 6.5798 -4.1867 -4.1995
H 4.5525 -4.8478 -4.2323
H 4.2567 -4.5510 -7.1674
H 3.9059 -3.4113 -5.9814
H 2.6776 -6.2514 -6.0487
H 2.0217 -4.9997 -6.8975
H 0.8061 -6.3114 -4.5676
H 1.0501 -5.3974 -3.1161
H 2.3523 -6.3716 -3.6180
C -4.6742 5.1638 -0.5519
C -3.6528 5.3063 -1.6653
C -4.1139 4.4239 -2.8617
O -3.5981 6.7347 -1.9616
H -5.6795 5.4320 -0.8768
H -4.5002 5.7992 0.3165
H -4.9181 4.1766 -0.1592
H -2.6171 5.0907 -1.4028
H -4.1132 5.0338 -3.7651
H -5.1789 4.2625 -2.6951
H -3.6186 3.4610 -2.9868
H -3.8203 7.1542 -1.1271
C 0.4271 0.6658 -1.1965
C 1.3127 0.9244 0.0552
C 1.6178 -0.4164 0.7209
O 2.6250 1.3400 -0.3098
H -0.5472 0.8572 -0.7469
H 0.4784 -0.3568 -1.5702
H 0.5404 1.3655 -2.0246
H 0.7097 1.5116 0.7478
H 0.6408 -0.8495 0.9353
H 2.2159 -0.2786 1.6217
H 2.1638 -1.2376 0.2565
H 2.6869 2.1315 -0.8494
C 8.4026 -1.5334 1.7100
C 9.3858 -0.8568 0.7802
C 10.5186 -1.8769 0.4045
O 8.6110 -0.2077 -0.2050
H 7.6477 -0.8836 2.1526
H 8.7192 -2.1845 2.5249
H 7.7621 -2.2169 1.1526
H 9.7662 -0.0792 1.4426
H 10.1754 -2.5421 -0.3879
H 10.8700 -2.5233 1.2087
H 11.4478 -1.4158 0.0697
H 7.7693 0.0382 0.1858
C 5.5626 -7.9873 1.6592
C 4.5747 -7.2504 0.6732
C 3.5084 -6.6392 1.4732
O 5.2625 -6.2827 -0.0717
H 5.1268 -8.9574 1.8980
H 5.8342 -7.2835 2.4459
H 6.4975 -8.2860 1.1849
H 4.1274 -7.8459 -0.1226
H 2.9323 -7.2456 2.1721
H 2.8779 -6.4720 0.5999
H 3.9189 -5.7247 1.9013
H 5.2384 -5.4802 0.4546